(1)
Density functional theory data (ωB97M-V/def2-TZVPD) for C4H11NS in the gas phase in a non-equilibrium geometry.

ORCA input file:
```
! wB97M-V def2-TZVPD RIJCOSX def2/J DEFGRID3
* xyz 0 1
C 1.96 -0.33 -0.70
N 1.24 -0.28 0.54
C -0.10 -0.87 0.52
C -0.98 -0.03 -0.34
C -0.86 1.44 0.11
S -2.74 -0.58 -0.26
H 1.77 -1.24 -1.31
H 1.59 0.54 -1.25
H 3.03 -0.24 -0.60
H 1.78 -0.81 1.26
H -0.53 -0.91 1.57
H -0.02 -1.83 0.10
H -0.76 -0.12 -1.45
H -1.33 1.53 1.12
H -1.39 2.16 -0.46
H 0.21 1.76 0.14
H -2.86 -0.20 1.00
*
```

SMILES	CNC[C@H](C)S
total energy	-16651.11840	eV
LUMO	1.000	eV

---

(2)
Density functional theory data (ωB97M-V/def2-TZVPD) for C4H11NS in the gas phase in a non-equilibrium geometry.

ORCA input file:
```
! wB97M-V def2-TZVPD RIJCOSX def2/J DEFGRID3
* xyz 0 1
C 0.86 -1.78 1.76
C 0.87 -2.31 0.34
S 0.40 -1.00 -1.01
C 0.16 0.82 -0.26
N -1.07 1.28 -0.70
C -1.27 2.52 -1.44
H -0.18 -1.99 2.09
H 1.06 -0.70 1.95
H 1.62 -2.20 2.40
H 0.07 -3.07 0.26
H 1.91 -2.56 0.11
H 1.11 1.23 -0.61
H 0.16 0.46 0.78
H -1.89 0.73 -0.60
H -2.34 2.64 -1.59
H -0.77 2.52 -2.46
H -0.69 3.39 -1.04
*
```

SMILES	CCSCNC
total energy	-16649.83451	eV
LUMO	0.997	eV

---

(3)
Density functional theory data (ωB97M-V/def2-TZVPD) for 2 unconnected molecules or ions with the total composition C4H11NSi in a non-equilibrium geometry.

ORCA input file:
```
! wB97M-V def2-TZVPD RIJCOSX def2/J DEFGRID3
* xyz 0 1
C -2.63 0.28 0.54
C 0.82 1.72 -0.30
C 0.65 -1.02 -1.65
C 1.55 -0.83 1.43
N -3.32 -0.65 0.12
Si 0.48 -0.06 -0.02
H -3.08 1.22 1.02
H 1.87 2.09 -0.35
H 0.34 2.09 -1.18
H 0.35 2.28 0.53
H 1.67 -1.24 -1.92
H 0.23 -2.03 -1.47
H 0.22 -0.44 -2.52
H 2.30 -0.16 1.84
H 1.00 -0.95 2.39
H 1.94 -1.72 1.12
H -4.39 -0.59 0.40
*
```

total energy	-13690.29186	eV
LUMO (alpha / beta)	0.089 / 0.208	eV

---

(4)
Density functional theory data (ωB97M-V/def2-TZVPD) for 2 unconnected molecules or ions with the total composition C4H11O in a non-equilibrium geometry.

ORCA input file:
```
! wB97M-V def2-TZVPD RIJCOSX def2/J DEFGRID3
* xyz -1 1
C -0.16 -1.11 1.75
O 0.04 -1.00 3.02
H 0.74 -1.22 1.16
H -0.91 -1.83 1.45
H -0.52 -0.13 1.38
C -1.14 0.38 -0.98
C 0.36 0.29 -1.32
C 0.94 1.35 -2.18
H -1.60 -0.53 -0.66
H -1.64 0.76 -1.89
H -1.36 1.03 -0.14
H 0.64 -0.76 -1.65
H 0.99 0.26 -0.34
H 2.10 1.21 -2.36
H 0.38 1.48 -3.05
H 0.90 2.29 -1.70
*
```

total energy	-6371.98502	eV
LUMO	3.672	eV

---

(5)
Density functional theory data (ωB97M-V/def2-TZVPD) for 2 unconnected molecules or ions with the total composition C4H11O2P in a non-equilibrium geometry.

ORCA input file:
```
! wB97M-V def2-TZVPD RIJCOSX def2/J DEFGRID3
* xyz 0 1
C 0.10 0.64 2.21
C -1.40 0.35 -1.74
C -1.03 0.56 1.14
C 1.34 -1.64 -0.71
O 0.58 1.85 -0.67
O 2.67 -1.34 -0.67
P -0.14 0.55 -0.51
H -0.06 1.08 3.14
H 0.36 -0.29 2.59
H 1.03 0.98 1.61
H -1.15 1.19 -2.43
H -1.32 -0.72 -2.09
H -2.41 0.54 -1.35
H -1.71 1.40 1.13
H -1.48 -0.43 1.22
H 1.09 -2.29 0.20
H 0.89 -1.79 -1.75
H 2.65 -0.63 -1.33
*
```

total energy	-17707.65072	eV
LUMO	0.286	eV

---

(6)
Density functional theory data (ωB97M-V/def2-TZVPD) for a molecular structure, C4H11O2Tl in a non-equilibrium geometry.

ORCA input file:
```
! wB97M-V def2-TZVPD RIJCOSX def2/J DEFGRID3
* xyz 1 2
C 2.13 -1.67 0.36
H 1.13 -2.13 0.47
H 2.05 -0.78 1.02
H 2.42 -1.25 -0.61
Tl 3.76 -3.00 1.40
O 2.95 -4.34 -0.03
H 2.31 -3.68 -0.68
C 3.52 -4.84 3.96
O 3.10 -4.61 2.63
C 2.85 -5.79 1.87
C 2.18 -5.35 0.59
H 3.69 -3.87 4.43
H 2.73 -5.38 4.51
H 4.44 -5.44 3.98
H 2.18 -6.46 2.43
H 3.79 -6.33 1.68
H 1.19 -4.92 0.84
H 2.06 -6.22 -0.07
*
```

total energy	-13104.51794	eV
LUMO (alpha / beta)	-3.127 / -5.526	eV
<S²>	0.7638

---

(7)
Density functional theory data (ωB97M-V/def2-TZVPD) for 2 unconnected molecules or ions with the total composition C4H11O3 in a non-equilibrium geometry.

ORCA input file:
```
! wB97M-V def2-TZVPD RIJCOSX def2/J DEFGRID3
* xyz -1 1
C 0.53 0.32 0.11
C -0.60 0.04 1.17
C -0.75 -1.52 1.06
O -1.31 -1.96 -0.12
C 0.84 1.75 -0.35
O 2.34 2.00 -0.13
H 1.41 -0.04 0.61
H 0.24 -0.24 -0.87
H -1.55 0.44 0.82
H -0.46 0.40 2.21
H 0.22 -2.13 0.90
H -1.39 -1.87 1.84
H 0.42 2.53 0.18
H 0.59 1.88 -1.36
H 2.80 1.30 0.38
H -1.40 -1.42 -1.40
H -0.80 -0.34 -2.66
O -1.12 -1.13 -2.40
*
```

total energy	-10467.15117	eV
LUMO	3.722	eV

---

(8)
Density functional theory data (ωB97M-V/def2-TZVPD) for C4H11O4P in the gas phase.

ORCA input file:
```
! wB97M-V def2-TZVPD RIJCOSX def2/J DEFGRID3
* xyz 0 1
C 1.25 -0.64 1.35
C 0.80 0.31 0.24
C 1.93 1.23 -0.23
C 0.32 -0.46 -0.98
O -0.81 -1.32 -0.74
P -2.28 -0.83 -0.44
O -3.27 -1.87 -0.64
O -2.17 -0.25 1.05
O -2.49 0.47 -1.35
H 2.01 -0.17 1.98
H 0.42 -0.94 1.98
H 1.69 -1.55 0.93
H -0.01 0.93 0.62
H 2.69 0.69 -0.80
H 2.42 1.70 0.62
H 1.54 2.04 -0.86
H 1.10 -1.15 -1.30
H 0.09 0.20 -1.82
H -2.90 0.32 1.30
H -2.34 1.31 -0.92
*
```

SMILES	CC(C)COP(=O)(O)O
total energy	-21808.49011	eV
LUMO	0.154	eV

---

(9)
Density functional theory data (ωB97M-V/def2-TZVPD) for 2 unconnected molecules or ions with the total composition C4H11PS2 in a non-equilibrium geometry.

ORCA input file:
```
! wB97M-V def2-TZVPD RIJCOSX def2/J DEFGRID3
* xyz 0 1
C 0.42 0.83 2.87
P -0.68 0.94 1.43
S 0.27 2.63 0.27
S -2.48 1.89 2.10
H 1.17 -0.02 2.86
H 0.90 1.76 3.07
H -0.06 0.71 3.82
H -0.77 3.12 -0.49
H -2.88 2.19 0.83
C -1.21 -1.05 -0.96
C 0.06 -1.39 -1.07
C 1.15 -0.38 -1.58
H -1.45 -0.07 -1.38
H -1.86 -1.66 -0.41
H 0.45 -2.36 -0.70
H 1.06 0.31 -0.75
H 2.09 -0.94 -1.51
H 0.96 -0.08 -2.64
*
```

SMILES	CP(S)S.C=CC
total energy	-35284.16928	eV
LUMO	0.556	eV

---

(10)
Density functional theory data (ωB97M-V/def2-TZVPD) for 2 unconnected molecules or ions with the total composition C4H12 in a non-equilibrium geometry.

ORCA input file:
```
! wB97M-V def2-TZVPD RIJCOSX def2/J DEFGRID3
* xyz -1 2
C 2.13 1.67 1.20
C 0.78 2.43 1.19
H 2.00 0.60 1.01
H 2.71 1.98 0.33
H 2.64 1.84 2.14
H 1.08 3.43 1.48
H -0.17 2.00 1.49
H 0.55 2.61 0.12
C -1.78 -2.24 -0.47
C -1.08 -1.87 -1.77
H -2.45 -1.49 -0.05
H -2.28 -3.20 -0.62
H -1.11 -2.45 0.38
H -0.53 -2.69 -2.23
H -0.61 -0.89 -1.70
H -1.87 -1.71 -2.52
*
```

total energy	-4340.46617	eV
LUMO (alpha / beta)	4.317 / 4.419	eV
<S²>	0.7503

---

(11)
Density functional theory data (ωB97M-V/def2-TZVPD) for 2 unconnected molecules or ions with the total composition C4H12.

ORCA input file:
```
! wB97M-V def2-TZVPD RIJCOSX def2/J DEFGRID3
* xyz -1 2
C 1.29 -1.99 0.09
C -0.02 -2.12 0.87
H 1.75 -1.02 0.32
H 2.00 -2.78 0.33
H 1.11 -2.02 -0.98
H -0.83 -1.57 0.39
H -0.34 -3.17 0.90
H 0.04 -1.83 1.92
C -0.45 2.78 -0.26
C -0.80 1.37 -0.73
H -1.03 3.56 -0.75
H -0.58 2.84 0.82
H 0.61 2.97 -0.42
H -0.52 0.64 0.02
H -0.34 1.09 -1.68
H -1.89 1.25 -0.86
*
```

total energy	-4340.89945	eV
LUMO (alpha / beta)	4.248 / 4.415	eV
<S²>	0.7503

---

(12)
Density functional theory data (ωB97M-V/def2-TZVPD) for 2 unconnected molecules or ions with the total composition C4H12 in a non-equilibrium geometry.

ORCA input file:
```
! wB97M-V def2-TZVPD RIJCOSX def2/J DEFGRID3
* xyz -1 2
C 2.32 -0.84 -0.81
C 1.55 0.17 -1.64
H 2.08 -0.81 0.25
H 2.23 -1.87 -1.15
H 3.42 -0.71 -0.83
H 2.21 0.60 -2.40
H 1.20 1.06 -1.10
H 0.65 -0.28 -2.05
C -2.36 0.26 1.87
C -1.56 0.36 0.55
H -2.78 -0.73 2.05
H -1.68 0.44 2.71
H -3.14 1.02 1.87
H -1.41 -0.62 0.09
H -0.64 0.92 0.71
H -2.10 1.04 -0.13
*
```

total energy	-4340.64939	eV
LUMO (alpha / beta)	4.348 / 4.555	eV
<S²>	0.7502

---

Question: Among the records above, which one has the highest total energy?
Answer: number 10